No. 1
The following is a DFT calculation (ωB97M-V/def2-TZVPD) of a structure of composition C3H4CrO3 in a non-equilibrium geometry.

Output
Gap between HOMO and LUMO (spin up / spin down) (eV): 4.73 / 4.63
2S+1: 5
Net charge: 0
Highest occupied orbital energy (spin up / spin down) (eV): -6.34 / -6.37
Strongest force on any atom (eV Å⁻¹): 6.3

XYZ file:
```
11
Properties=species:S:1:pos:R:3:forces:R:3
O -0.852 -0.216 -1.428 3.7 -2.9 -2.3
C 0.343 -0.511 -1.040 -4.4 4.2 -1.4
O 1.385 -0.115 -1.725 0.7 -1.1 -0.5
Cr 2.736 0.246 -0.468 0.1 0.1 0.2
O 1.624 -0.050 0.963 -0.2 0.0 -0.2
C 0.448 -0.539 0.433 -2.3 -0.4 -0.8
H 0.079 -1.495 0.842 0.3 0.5 0.3
C -1.165 0.451 0.525 1.0 0.6 2.8
H -1.971 1.189 0.361 0.1 0.5 -4.2
H -1.979 -0.293 0.587 1.0 -0.5 2.6
H -0.649 1.333 0.949 0.0 -1.1 3.4
```
Positions in Å, forces in eV/Å.

***

No. 2
The following is a DFT calculation (ωB97M-V/def2-TZVPD) of a structure of composition C3H4CuLi2O2 in a non-equilibrium geometry.

Output
Gap between HOMO and LUMO (eV): 5.96
Net charge: +1
Highest occupied orbital energy (eV): -10.47
Strongest force on any atom (eV Å⁻¹): 3.5

XYZ file:
```
12
Properties=species:S:1:pos:R:3:forces:R:3
O 0.338 -0.175 0.581 -0.3 -0.5 0.9
C 1.187 -0.303 -0.465 0.6 -0.4 -0.2
C -0.883 -1.044 0.539 2.3 1.1 -0.1
O 2.084 0.571 -0.455 0.1 -0.2 0.1
C -1.985 -0.114 0.092 -1.8 -0.1 3.0
Li 3.324 -0.631 -1.084 -0.6 0.3 0.0
H -1.101 -1.456 1.534 -0.1 1.2 0.3
H -0.537 -2.032 0.210 -0.4 0.4 -2.0
H -2.361 0.047 1.108 -1.7 -0.4 -0.1
H -2.431 0.821 -0.304 1.5 -0.2 -1.5
Li -2.425 -0.885 -1.805 0.0 0.0 0.4
Cu -1.149 2.004 1.349 0.2 -1.3 -0.8
```
Positions in Å, forces in eV/Å.

***

No. 3
The following is a DFT calculation (ωB97M-V/def2-TZVPD) of a structure of composition C3H4EuLiO4 in a non-equilibrium geometry.

Output
Gap between HOMO and LUMO (spin up / spin down) (eV): 3.31 / 3.59
2S+1: 8
Net charge: +3
Highest occupied orbital energy (spin up / spin down) (eV): -20.06 / -20.09
Strongest force on any atom (eV Å⁻¹): 6.8

XYZ file:
```
13
Properties=species:S:1:pos:R:3:forces:R:3
H 2.289 -3.471 1.033 -0.7 -1.9 0.0
C 2.247 -3.175 -0.017 -0.6 6.3 -0.1
C 2.911 -2.150 -0.785 1.6 -0.8 -1.6
O 1.475 -2.100 -0.435 1.1 -4.7 1.3
H 3.501 -1.380 -0.282 0.3 -0.4 0.1
H 3.075 -2.290 -1.854 0.1 -0.1 0.0
O -1.730 1.160 0.741 2.0 -3.9 -2.0
C -2.643 1.939 0.331 0.3 5.0 4.6
O -3.714 2.002 1.101 -1.4 1.2 -1.1
Eu -0.222 -0.516 0.128 -2.9 2.2 1.1
H -3.946 3.014 0.983 -0.3 -2.8 0.4
Li -0.881 3.899 -0.794 -0.6 0.5 0.0
O -2.362 3.068 -0.149 1.1 -0.7 -2.7
```
Positions in Å, forces in eV/Å.